[1]
Entry from the OMol25 dataset: an isolated ion of composition C8H11N2S2 and charge +1 in a non-equilibrium geometry (wB97M-V/def2-TZVPD).

```
23
Properties=species:S:1:pos:R:3:forces:R:3
S -1.320 1.845 -2.954 2.166 0.668 0.434
S -0.258 0.444 2.396 0.697 0.512 0.808
N -0.832 0.290 -0.679 -1.036 -0.357 -0.332
N 1.078 0.650 -2.138 -2.229 0.637 -1.951
C 0.754 -0.162 3.655 -0.265 -1.189 -1.498
C 1.284 -1.589 1.800 -2.076 0.926 0.368
C 0.018 -0.766 -0.094 0.894 -0.484 -1.042
C 1.452 -1.269 3.128 0.900 -0.371 3.504
C 0.373 -0.680 1.241 -0.555 -0.103 0.022
C 1.661 0.813 -1.022 -0.347 -0.358 0.852
C -2.316 -0.229 -0.780 1.097 1.557 -1.543
C -0.376 0.467 -2.125 -1.518 -0.842 -0.400
H 0.682 0.132 4.720 0.040 -0.108 -1.009
H -2.795 0.265 -1.692 0.742 -0.952 1.228
H -2.864 0.130 0.060 -0.186 -0.197 0.860
H -0.744 1.138 -0.108 -0.290 0.382 -0.644
H 1.959 -1.913 3.894 -0.112 0.655 -1.137
H 2.690 1.079 -1.065 1.030 0.069 -0.354
H 1.266 0.823 -3.147 1.272 -0.099 0.800
H -0.292 2.831 -2.832 -1.354 -1.251 0.008
H -2.165 -1.292 -0.872 -0.511 -0.359 0.059
H -0.716 -0.487 -2.697 0.845 1.449 1.245
H 1.462 -2.521 1.310 0.795 -0.183 -0.274
```
Positions in Å, forces in eV/Å.

## Properties
* total charge: +1
* LUMO: -4.59 eV
* relative energy (zero: lowest compared OMol25 entry of this formula, charge and spin): 600.38 kJ/mol
* 2S+1: 1
* DFT total energy: -1216.8445 Ha


[2]
Entry from the OMol25 dataset: an isolated molecule of C8H11N3 in a non-equilibrium geometry (wB97M-V/def2-TZVPD).

```
22
Properties=species:S:1:pos:R:3:forces:R:3
N 1.167 3.092 1.114 1.071 1.024 0.800
N 1.788 0.780 -1.984 0.305 -0.264 -0.251
N 1.801 0.265 -0.672 -0.216 -2.335 0.794
C -0.418 1.313 0.163 -1.234 -2.356 0.103
C -0.430 -1.030 -0.979 1.677 -0.034 3.700
C 0.801 -0.673 1.246 -1.717 -0.595 0.463
C 0.560 -0.112 -0.080 -2.627 2.572 -1.370
C -1.321 0.129 2.130 -1.395 -1.660 2.204
C -1.505 1.031 1.191 -0.921 1.421 1.091
C -0.161 -0.785 2.160 -0.709 3.307 -2.786
C 0.407 2.322 0.762 -0.591 -0.162 -1.605
H -1.004 1.534 -0.757 1.256 0.446 0.210
H -0.272 -0.781 -1.991 -0.788 0.325 -1.126
H 0.057 -1.242 3.013 0.694 -2.011 3.552
H -2.045 0.110 3.044 1.301 -0.158 -1.870
H -1.435 -0.943 -0.456 1.088 -0.169 -1.391
H 1.705 -1.126 1.480 1.718 -0.887 -0.142
H 1.612 1.732 -1.835 -0.399 2.092 -0.536
H -2.339 1.760 1.463 1.232 -0.673 -1.151
H 0.983 0.431 -2.506 0.441 -0.117 0.354
H -0.005 -2.031 -0.808 -0.533 0.065 -0.303
H 2.292 0.838 0.009 0.344 0.169 -0.738
```
Positions in Å, forces in eV/Å.

## Properties
* LUMO: 0.25 eV
* relative energy (zero: lowest compared OMol25 entry of this formula, charge and spin): 324.04 kJ/mol
* 2S+1: 1
* SMILES string: C[C@]1(NN)C=CC=C[C@H]1C#N
* DFT total energy: -475.5625 Ha


[3]
Entry from the OMol25 dataset: an isolated molecule of C8H11N3 in a non-equilibrium geometry (wB97M-V/def2-TZVPD).

```
22
Properties=species:S:1:pos:R:3:forces:R:3
N 1.400 0.868 -0.507 4.248 -3.151 4.721
N 2.208 0.046 0.287 0.787 6.445 -7.399
N 3.563 0.318 -0.313 -1.419 2.142 1.145
C -2.189 1.112 0.186 -0.191 3.626 -0.144
C -0.248 -0.765 -0.364 -1.766 -2.274 1.896
C 0.120 0.523 -0.176 -2.963 2.741 0.281
C 4.480 -0.568 0.403 0.316 -0.185 -3.257
C -0.882 1.507 0.146 1.165 -0.620 -0.342
C -1.575 -1.238 -0.046 1.492 2.842 -1.242
C -2.514 -0.188 0.132 -3.985 -3.407 -1.339
C -4.137 -0.397 -0.011 1.975 -0.147 1.976
H -0.748 2.554 0.381 0.917 0.056 -0.456
H -4.525 -0.481 1.068 0.306 -0.704 -1.650
H 3.948 1.407 -0.799 -2.237 -4.268 2.542
H -4.599 0.562 -0.307 0.389 -0.647 -0.532
H -4.312 -1.261 -0.698 -0.375 0.828 0.867
H 4.275 -1.490 -0.240 0.475 0.134 2.183
H -1.762 -2.278 -0.243 -0.595 -0.129 0.333
H 5.438 -0.264 -0.028 0.452 -0.103 0.952
H -2.955 2.005 0.105 1.250 -2.240 0.666
H 4.397 -0.572 1.502 0.138 -0.267 -0.628
H 0.620 -1.398 -0.478 -0.380 -0.674 -0.573
```
Positions in Å, forces in eV/Å.

## Properties
* LUMO: -0.11 eV
* relative energy (zero: lowest compared OMol25 entry of this formula, charge and spin): 498.88 kJ/mol
* 2S+1: 1
* SMILES string: CN/N=N/c1ccc(C)cc1
* DFT total energy: -475.4960 Ha


[4]
Entry from the OMol25 dataset: an isolated molecule of C8H11N3OS in a non-equilibrium geometry (wB97M-V/def2-TZVPD).

```
24
Properties=species:S:1:pos:R:3:forces:R:3
S 1.879 1.680 -0.278 0.065 0.147 -0.171
O -0.992 -1.795 2.226 -0.059 -0.016 0.129
N 0.578 -0.265 -1.472 -0.113 -0.426 -0.409
N 0.624 -2.143 -4.821 0.048 -0.222 -0.391
N -0.418 0.478 0.618 -0.287 0.089 0.021
C 1.281 2.916 -1.489 -0.096 -0.301 0.392
C 0.029 0.394 2.002 0.096 -0.357 0.322
C -1.600 -0.331 0.391 -0.144 -0.303 0.046
C 0.586 -0.838 -2.579 -0.126 0.614 0.831
C 0.574 0.510 -0.336 0.736 -1.875 -4.061
C 0.204 -1.069 2.419 0.127 0.302 0.049
C -1.390 -1.771 0.875 -0.148 0.168 -0.279
C 0.635 -1.566 -3.819 -0.136 2.051 3.740
H -2.411 0.126 0.971 -0.002 -0.091 -0.110
H -0.734 0.867 2.629 0.097 -0.016 -0.008
H 0.483 3.504 -1.046 -0.007 0.053 -0.082
H 0.439 -1.143 3.482 0.067 0.013 -0.066
H 0.932 2.399 -2.379 0.033 0.036 -0.081
H 0.970 0.937 2.104 -0.127 0.017 0.075
H 1.019 -1.525 1.834 -0.047 0.034 0.059
H 2.129 3.547 -1.736 0.044 0.061 -0.018
H -1.863 -0.315 -0.668 -0.029 0.038 0.076
H -0.631 -2.264 0.250 -0.052 -0.019 0.029
H -2.323 -2.333 0.821 0.060 0.004 -0.092
```
Positions in Å, forces in eV/Å.

## Properties
* LUMO: -0.40 eV
* relative energy (zero: lowest compared OMol25 entry of this formula, charge and spin): 450.60 kJ/mol
* 2S+1: 1
* DFT total energy: -948.9728 Ha


[5]
Entry from the OMol25 dataset: an isolated ion of composition C8H11N3OS and charge +2 in a non-equilibrium geometry (wB97M-V/def2-TZVPD).

```
24
Properties=species:S:1:pos:R:3:forces:R:3
S -0.880 1.870 -0.293 0.322 2.125 -0.009
O -1.481 -1.965 -0.741 0.687 -0.147 0.627
N -3.382 1.109 -0.056 0.945 -1.695 0.430
N -3.897 -1.119 0.119 1.944 -2.834 -0.745
N 3.029 0.591 -0.474 -2.688 0.007 -1.738
C 0.502 0.845 -0.070 0.538 -2.617 0.123
C -2.131 0.835 0.051 1.398 -1.734 -0.376
C 2.903 -0.652 0.345 -0.994 -1.200 2.363
C -0.820 -1.167 -0.279 -1.943 0.663 -1.173
C 0.414 -0.521 -0.089 0.980 0.816 1.355
C 1.586 -1.468 0.185 -0.672 -0.191 -0.642
C -4.280 0.014 0.213 -2.551 3.092 1.138
C 1.859 1.505 0.024 -0.427 2.507 -2.619
H 2.812 0.314 -1.538 0.712 0.876 2.661
H -3.757 2.000 -0.233 -0.691 1.512 -0.405
H 3.653 -1.303 -0.027 1.198 -0.525 0.496
H 1.456 -2.112 1.102 0.008 1.021 -0.625
H -5.242 0.367 0.588 -0.103 0.050 -0.266
H 1.537 -2.240 -0.620 0.701 0.689 0.204
H 3.998 0.995 -0.454 -1.101 -0.089 0.264
H 2.059 1.933 0.990 0.368 -0.396 0.689
H 2.883 -0.453 1.517 0.986 0.158 -2.690
H -4.528 -1.856 0.360 -0.657 -0.265 0.215
H 1.705 2.477 -0.619 1.039 -1.824 0.722
```
Positions in Å, forces in eV/Å.

## Properties
* total charge: +2
* LUMO: -8.61 eV
* relative energy (zero: lowest compared OMol25 entry of this formula, charge and spin): 0.00 kJ/mol
* 2S+1: 1
* DFT total energy: -948.3775 Ha


[6]
Entry from the OMol25 dataset: an isolated molecule of C8H11N5 in a non-equilibrium geometry (wB97M-V/def2-TZVPD).

```
24
Properties=species:S:1:pos:R:3:forces:R:3
N 0.290 -0.091 -0.156 2.767 -3.104 -1.601
N -1.964 -0.435 -0.126 -1.618 -2.100 -0.328
N -0.033 2.513 0.069 0.961 0.219 0.538
N -1.119 1.718 0.095 -0.040 -1.902 -0.907
N 1.974 -1.579 -0.221 0.605 1.780 0.096
C 2.552 -0.302 -0.056 -2.542 -0.140 -1.276
C 1.173 1.999 0.014 -0.246 1.992 -0.141
C -3.037 -0.094 -1.037 -1.360 0.020 0.102
C 0.684 -1.414 -0.329 -0.826 -0.142 0.921
C 4.032 -0.089 0.056 0.558 0.038 1.359
C -2.443 -0.863 1.184 -1.014 0.444 0.308
C -0.923 0.423 -0.084 -1.165 3.628 0.628
C 1.460 0.640 -0.177 1.960 -0.902 2.046
H -3.846 -0.867 -0.953 0.715 0.727 0.077
H -1.627 -1.242 1.755 0.796 -0.200 0.528
H -3.162 -1.707 1.107 0.324 0.723 -0.195
H -2.894 0.000 1.751 0.185 -0.793 -0.456
H -3.442 0.901 -0.813 -0.215 -0.179 0.057
H -0.066 -2.194 -0.399 0.259 0.162 -0.063
H 4.245 0.534 1.017 -0.089 -1.276 -1.541
H 1.900 2.799 0.116 0.448 -0.480 -0.219
H -2.758 -0.079 -2.083 0.551 -0.098 -0.125
H 4.391 0.511 -0.779 0.086 -0.008 -0.037
H 4.614 -1.083 0.048 -1.102 1.591 0.229
```
Positions in Å, forces in eV/Å.

## Properties
* LUMO: 0.51 eV
* relative energy (zero: lowest compared OMol25 entry of this formula, charge and spin): 208.79 kJ/mol
* 2S+1: 1
* SMILES string: Cc1ncn2c(N(C)C)nncc12
* DFT total energy: -585.1516 Ha


[7]
Entry from the OMol25 dataset: a 2-piece molecular cluster, C8H11N5O2 overall in a non-equilibrium geometry (wB97M-V/def2-TZVPD).

```
26
Properties=species:S:1:pos:R:3:forces:R:3
O -1.202 -0.225 -0.445 0.202 -0.297 0.190
O -4.421 0.488 0.393 -0.148 1.451 0.320
N -3.828 -0.543 0.177 -0.104 -2.447 -0.800
N -2.002 2.357 -0.707 -2.372 0.932 -0.396
N 2.997 -1.604 -0.370 -0.289 -2.332 0.296
N -1.149 1.892 0.243 0.942 3.010 0.148
N -2.661 -2.644 -0.376 -0.405 -1.056 -0.223
C 1.864 -1.354 0.274 2.598 2.255 -1.471
C 0.320 0.325 1.381 -0.499 -2.028 -0.940
C 1.546 -0.019 0.531 -2.473 -1.860 1.896
C 2.310 0.967 0.038 1.591 0.181 -0.655
C -3.486 -1.605 -0.167 0.876 0.445 0.485
C -0.780 0.637 0.297 1.569 -1.705 1.345
C 3.507 0.621 -0.586 1.051 5.114 -1.094
C 3.828 -0.671 -0.744 2.045 -0.866 -0.511
H 2.024 1.983 0.188 0.002 0.666 0.061
H 4.847 -0.981 -1.116 -1.323 0.262 0.150
H -2.960 2.007 -0.570 0.653 0.076 0.054
H -0.467 2.628 0.490 -0.701 -0.952 0.510
H -1.726 2.243 -1.660 0.463 -0.529 -0.423
H -0.044 -0.580 1.967 0.457 0.978 -0.905
H -1.658 -2.713 -0.288 -0.145 1.243 0.146
H 4.182 1.535 -0.988 -1.432 -2.496 0.991
H 0.647 1.026 2.133 -0.570 0.861 -0.066
H 1.359 -2.226 0.505 -1.572 -1.193 0.864
H -3.051 -3.545 -0.597 -0.417 0.285 0.028
```
Positions in Å, forces in eV/Å.

## Properties
* LUMO: 0.57 eV
* relative energy (zero: lowest compared OMol25 entry of this formula, charge and spin): 336.85 kJ/mol
* 2S+1: 1
* SMILES string: NNC(=O)Cc1cccnc1.NC#[N+][O-]
* DFT total energy: -735.5467 Ha


[8]
Entry from the OMol25 dataset: an isolated molecule of C8H11NO in a non-equilibrium geometry (wB97M-V/def2-TZVPD).

```
21
Properties=species:S:1:pos:R:3:forces:R:3
O -3.973 0.106 0.327 -0.077 -2.200 0.584
N -0.977 -0.025 -1.160 1.214 -0.172 1.119
C -3.116 1.149 0.068 -0.868 0.747 -0.726
C 0.999 -1.415 -0.323 -0.373 1.053 -4.744
C 1.304 1.044 -0.929 -0.507 1.969 0.951
C -2.038 0.669 -0.538 0.121 -0.835 -0.111
C 0.367 -0.006 -0.337 0.589 -1.110 0.672
C 0.103 0.433 1.111 2.222 -1.300 0.054
C -3.265 -1.098 -0.012 1.339 1.427 -0.480
C -2.069 -0.806 -0.546 -0.295 2.344 -0.066
H -0.640 -0.065 1.640 -1.634 -1.571 0.485
H 1.152 2.054 -0.349 0.538 -1.832 -1.300
H 1.136 -1.986 -1.316 -0.741 1.312 0.969
H 1.961 -1.458 0.019 2.670 0.742 1.227
H -0.295 1.401 1.017 0.312 1.739 0.614
H -3.613 2.139 0.255 1.075 -1.149 -0.253
H 2.368 0.847 -1.075 -0.057 -0.492 0.958
H 0.495 -2.040 0.266 -2.479 -2.486 2.399
H 1.027 1.191 -1.930 -0.784 0.564 -1.540
H -3.561 -2.100 0.198 -1.204 0.024 0.441
H 1.020 0.209 1.775 -1.060 1.225 -1.252
```
Positions in Å, forces in eV/Å.

## Properties
* LUMO: 0.83 eV
* relative energy (zero: lowest compared OMol25 entry of this formula, charge and spin): 697.14 kJ/mol
* 2S+1: 1
* SMILES string: CC(C)(C)N1c2cocc21
* DFT total energy: -441.1821 Ha